[1]
C4H8N2O3 | wB97M-V/def2-TZVPD

Spin multiplicity ... 1
Total energy ... -492.303698 hartree
Gap between HOMO and LUMO (alpha / beta) ... 8.76 / 8.22 eV
HOMO (alpha / beta) ... -9.10 / -8.40 eV
Relative energy (zero: lowest compared OMol25 entry of this formula, charge and spin) ... 125.0 kcal per mole
Lowest unoccupied orbital energy (alpha / beta) ... -0.3 / -0.2 eV

```
17
C4H8N2O3 wB97M-V/def2-TZVPD
C -1.847 0.431 -0.416
C 1.241 1.090 -1.503
N -1.847 -1.166 1.208
C 0.901 0.207 0.874
C 0.853 -0.089 -0.666
N 1.015 -0.914 1.596
O -2.108 -0.764 -0.022
O 0.829 1.333 1.313
O 0.829 -1.240 -1.052
H -2.052 -2.176 1.208
H 0.933 -1.793 1.112
H 0.886 -0.881 2.594
H -2.109 0.624 -1.437
H -1.613 1.220 0.285
H 0.859 0.986 -2.517
H 2.332 1.124 -1.556
H 0.899 2.008 -1.020
```


[2]
C2HBrO | wB97M-V/def2-TZVPD

Spin multiplicity ... 1
Total energy ... -2725.755733 hartree
Gap between HOMO and LUMO (alpha / beta) ... 6.82 / 6.85 eV
HOMO (alpha / beta) ... -8.00 / -8.00 eV
Relative energy (zero: lowest compared OMol25 entry of this formula, charge and spin) ... 164.1 kcal per mole
Lowest unoccupied orbital energy (alpha / beta) ... -1.2 / -1.2 eV

```
5
C2HBrO wB97M-V/def2-TZVPD
C 1.056 0.744 -1.825
C 0.520 0.863 1.210
O 0.138 0.103 -1.830
Br -0.620 -0.168 1.960
H -1.095 -1.542 0.484
```


[3]
C9H17CrNS4 | wB97M-V/def2-TZVPD

Spin multiplicity ... 2
Net charge ... +3
⟨S²⟩ ... 0.777
Total energy ... -3043.982252 hartree
Gap between HOMO and LUMO (alpha / beta) ... 7.56 / 8.23 eV
HOMO (alpha / beta) ... -21.21 / -21.22 eV
Relative energy (zero: lowest compared OMol25 entry of this formula, charge and spin) ... 10.0 kcal per mole
Lowest unoccupied orbital energy (alpha / beta) ... -13.6 / -13.0 eV

```
32
C9H17CrNS4 wB97M-V/def2-TZVPD
Cr 0.904 1.026 -0.150
C -2.062 1.954 0.973
C -1.818 0.607 1.617
S -0.034 0.415 1.969
C 0.225 -1.387 1.839
C 1.704 -1.650 1.644
S 2.445 -0.798 0.209
C 2.188 -1.892 -1.230
C 0.791 -1.864 -1.810
S 0.324 -0.134 -2.158
C -1.498 -0.134 -2.026
C -1.974 1.296 -1.880
S -1.131 2.252 -0.565
H -1.759 2.773 1.628
H -3.121 2.095 0.753
H -2.158 -0.229 1.007
H -2.337 0.562 2.576
H -0.390 -1.782 1.032
H -0.107 -1.836 2.777
H 1.904 -2.717 1.544
H 2.284 -1.294 2.497
H 2.471 -2.904 -0.936
H 2.931 -1.548 -1.953
H 0.043 -2.303 -1.152
H 0.775 -2.408 -2.755
H -1.787 -0.769 -1.191
H -1.903 -0.566 -2.942
H -3.048 1.334 -1.691
H -1.785 1.873 -2.786
N 2.666 3.374 1.062
C 2.007 2.517 0.697
H 3.252 4.134 1.403
```


[4]
C25H73N5O10 | wB97M-V/def2-TZVPD

Spin multiplicity ... 2
Net charge ... +1
⟨S²⟩ ... 0.756
Total energy ... -2021.938121 hartree
Gap between HOMO and LUMO (alpha / beta) ... 9.64 / 3.22 eV
HOMO (alpha / beta) ... -11.52 / -11.52 eV
Lowest unoccupied orbital energy (alpha / beta) ... -1.9 / -8.3 eV

```
113
C25H73N5O10 wB97M-V/def2-TZVPD
C 1.805 -3.726 5.383
C 2.310 -4.364 4.082
O 1.395 -3.970 3.039
H 1.607 -2.657 5.306
H 2.420 -3.901 6.266
H 0.963 -4.325 5.730
H 2.440 -5.429 4.275
H 3.295 -3.951 3.867
H 1.738 -3.183 2.610
C 0.429 -5.369 -1.063
C 0.694 -6.056 -2.432
O 0.541 -4.967 -3.304
H 0.853 -6.035 -0.312
H -0.642 -5.318 -0.867
H 0.931 -4.407 -0.968
H 0.195 -6.982 -2.716
H 1.763 -6.233 -2.310
H 0.922 -5.367 -4.089
C -1.348 4.112 1.508
C -0.182 3.747 2.526
O -0.657 2.876 3.532
H -2.145 3.383 1.359
H -0.835 4.359 0.578
H -1.955 4.967 1.803
H 0.143 4.601 3.120
H 0.664 3.162 2.166
H -1.464 3.135 3.982
C 2.308 -1.924 -5.626
C 1.346 -3.023 -5.895
O 1.940 -4.277 -5.649
H 1.936 -1.061 -6.179
H 3.330 -2.244 -5.828
H 2.266 -1.567 -4.597
H 1.079 -3.063 -6.951
H 0.391 -2.830 -5.406
H 1.563 -4.782 -6.374
C 4.216 -0.867 4.085
C 4.264 -0.646 2.565
O 3.104 -1.365 2.263
H 4.191 -1.886 4.472
H 3.333 -0.432 4.554
H 5.079 -0.366 4.524
H 5.161 -1.064 2.108
H 4.189 0.428 2.392
H 2.453 -0.760 1.901
C 3.328 4.427 3.076
C 4.020 3.144 2.808
O 4.715 3.366 1.534
H 2.888 4.288 4.063
H 2.573 4.656 2.324
H 4.038 5.247 3.185
H 3.241 2.395 2.662
H 4.663 2.819 3.626
H 4.044 3.648 0.908
C 2.631 2.710 -1.042
O 3.080 3.825 -0.665
N 3.283 1.998 -1.941
N 1.484 2.174 -0.632
H 4.155 2.426 -2.215
H 2.844 1.190 -2.360
H 0.883 2.927 -0.329
H 0.999 1.443 -1.133
C -5.391 -2.455 1.271
C -5.909 -1.122 0.685
C -6.482 -0.056 1.726
O -6.526 1.202 1.054
C -7.421 2.052 1.813
N -4.704 -0.561 0.051
H -6.137 -2.880 1.943
H -4.407 -2.355 1.729
H -5.188 -3.197 0.500
H -6.701 -1.335 -0.034
H -5.859 0.189 2.587
H -7.394 -0.436 2.186
H -6.909 2.518 2.654
H -8.402 1.758 2.187
H -7.562 2.982 1.263
H -4.477 0.085 0.794
H -4.924 0.114 -0.668
C -1.085 0.300 1.254
C 0.243 -0.525 1.253
C 0.684 -1.168 -0.155
O 0.531 -0.285 -1.222
C 1.124 -0.661 -2.430
N 1.280 0.382 1.763
H -1.232 0.841 0.319
H -1.307 0.766 2.214
H -1.871 -0.447 1.146
H 0.156 -1.362 1.946
H -0.002 -1.958 -0.460
H 1.705 -1.547 -0.112
H 0.490 -1.298 -3.047
H 2.020 -1.275 -2.339
H 1.197 0.220 -3.069
H 1.433 0.993 0.973
H 0.970 1.046 2.458
C -2.308 1.294 -2.257
C -1.892 2.744 -2.424
C -1.084 3.016 -3.689
O 0.222 2.323 -3.684
C 0.812 1.971 -4.947
N -3.045 3.727 -2.289
H -2.842 1.041 -3.173
H -2.955 1.181 -1.387
H -1.444 0.665 -2.044
H -1.203 2.951 -1.605
H -1.021 4.103 -3.636
H -1.679 2.768 -4.568
H 0.689 2.716 -5.733
H 0.304 1.079 -5.315
H 1.841 1.696 -4.718
H -3.866 3.327 -2.721
H -3.372 3.817 -1.338
```


[5]
C22H72N6O14 | wB97M-V/def2-TZVPD

Spin multiplicity ... 1
Total energy ... -2263.039479 hartree
Gap between HOMO and LUMO ... 8.62 eV
HOMO ... -8.74 eV
Relative energy (zero: lowest compared OMol25 entry of this formula, charge and spin) ... 55.0 kcal per mole
Lowest unoccupied orbital energy ... -0.1 eV

```
114
C22H72N6O14 wB97M-V/def2-TZVPD
C -1.960 -2.683 2.364
C -3.003 -1.607 2.501
O -3.295 -1.452 3.865
H -1.605 -2.767 1.268
H -2.404 -3.658 2.705
H -1.130 -2.529 2.967
H -3.854 -1.794 1.930
H -2.654 -0.584 2.222
H -3.484 -2.319 4.285
C 1.507 4.345 1.058
C 1.046 3.759 2.394
O 0.371 4.608 3.223
H 1.895 3.592 0.370
H 2.230 5.052 1.133
H 0.579 4.794 0.578
H 1.918 3.418 2.971
H 0.506 2.856 2.138
H -0.425 4.108 3.411
C 2.452 -2.268 -2.620
C 2.846 -1.388 -3.731
O 2.909 -0.126 -3.158
H 3.135 -2.229 -1.731
H 2.334 -3.360 -2.762
H 1.359 -2.174 -2.466
H 2.150 -1.489 -4.598
H 3.814 -1.703 -4.137
H 3.732 -0.035 -2.665
C 3.534 0.837 0.355
C 4.155 -0.521 0.779
O 5.363 -0.487 1.322
H 4.289 1.412 -0.141
H 3.057 1.234 1.193
H 2.924 0.567 -0.516
H 4.236 -1.060 -0.191
H 3.371 -1.033 1.234
H 5.618 -1.407 1.683
C -2.049 -2.281 -3.832
C -1.405 -3.534 -3.271
O -0.969 -3.376 -1.927
H -1.352 -1.435 -3.811
H -2.953 -1.922 -3.293
H -2.366 -2.510 -4.858
H -0.458 -3.686 -3.860
H -1.990 -4.421 -3.526
H -0.687 -4.309 -1.691
C 1.227 -4.026 1.132
C 1.520 -2.998 2.175
O 2.859 -3.048 2.509
H 1.524 -5.029 1.595
H 1.601 -3.730 0.134
H 0.199 -3.988 0.899
H 0.846 -3.079 2.968
H 1.323 -2.043 1.608
H 3.063 -3.966 2.693
C -1.037 1.658 -4.777
C 0.161 0.889 -4.270
O 1.305 1.610 -4.616
H -1.344 2.491 -4.151
H -1.895 0.992 -4.842
H -0.788 1.985 -5.781
H 0.177 -0.151 -4.779
H 0.136 0.902 -3.239
H 2.059 1.157 -4.200
C 0.053 0.228 1.014
C 0.311 -0.140 -0.455
O -0.841 -0.591 -1.170
H -0.377 -0.541 1.585
H -0.840 0.900 0.997
H 0.867 0.680 1.572
H 1.089 -0.950 -0.384
H 0.752 0.629 -1.056
H -0.649 -1.477 -1.488
C -4.331 -2.203 -0.574
O -5.545 -2.243 -0.009
N -3.739 -3.131 -1.190
N -3.573 -1.146 -0.530
H -4.307 -4.000 -1.495
H -2.736 -3.048 -1.454
H -4.094 -0.263 -0.435
H -2.695 -1.093 -0.930
C -1.438 3.105 -1.516
O -0.149 3.152 -2.037
N -2.220 2.093 -1.109
N -2.137 4.184 -1.469
H -1.786 1.155 -1.201
H -3.198 2.029 -0.952
H -1.634 5.109 -1.741
H -3.096 4.118 -1.383
C -4.235 1.753 1.327
O -4.576 1.103 0.171
N -4.862 1.539 2.451
N -3.179 2.547 1.405
H -5.535 0.818 2.394
H -4.447 1.502 3.407
H -2.634 2.609 0.533
H -2.717 2.615 2.349
C -0.780 0.193 4.306
O -0.104 1.372 4.648
H -1.550 0.485 3.534
H -1.488 -0.112 5.132
H -0.110 -0.643 4.049
H 0.546 1.186 5.341
C 2.639 0.241 4.014
O 3.089 0.935 5.139
H 1.847 -0.461 4.378
H 3.555 -0.159 3.653
H 2.323 0.986 3.381
H 3.946 0.517 5.418
C 3.314 3.183 -2.134
O 2.458 4.295 -2.411
H 3.877 3.417 -1.186
H 4.010 3.057 -2.962
H 2.774 2.211 -2.079
H 1.884 4.154 -3.107
```